[1]
{
  "formula": "C6H4Br2F2",
  "method": "ωB97M-V/def2-TZVPD",
  "elements": ["C", "C", "C", "C", "C", "C", "F", "F", "Br", "Br", "H", "H", "H", "H"],
  "coordinates": [[-0.33948, -0.61316, -0.31023], [-0.53351, -0.63936, 1.13854], [0.22958, 0.31879, -1.12342], [0.14827, 0.25212, 1.87304], [1.78903, 1.47106, 0.43740], [0.71177, 1.69733, -0.52221], [0.12541, 0.51635, 3.17718], [1.16032, 2.39394, -1.57880], [3.03718, 0.15127, 0.16423], [-0.79611, 2.68214, 0.30774], [-0.71756, -1.48812, -0.64781], [-1.28283, -1.34643, 1.45700], [0.16262, 0.34380, -2.18177], [2.25565, 2.37221, 1.09509]],
  "forces_ev_per_a": [[1.5, 2.5, 0.1], [1.2, 1.8, 0.2], [-1.3, 0.9, 3.2], [0.8, 0.4, -0.6], [-0.1, 1.4, 4.7], [-1.3, -2.7, -1.0], [0.0, -0.3, -1.1], [0.4, 1.2, -0.8], [0.7, -0.3, -0.4], [0.4, 0.2, -0.4], [-1.1, -2.4, -2.1], [0.0, 0.0, 0.7], [0.2, -0.4, -0.7], [-1.6, -2.2, -1.7]],
  "homo_lumo_gap_ha": [0.303, 0.299],
  "e_tot_ha": -5578.59268,
  "homo_energy_ha": [-0.3331, -0.3286],
  "de_lowest_ev": 4.509
}

[2]
{
  "formula": "C6H4Cl2F3O2",
  "method": "ωB97M-V/def2-TZVPD",
  "elements": ["C", "C", "C", "C", "C", "C", "O", "O", "F", "F", "F", "Cl", "Cl", "H", "H", "H", "H"],
  "coordinates": [[1.73386, -1.55990, 0.22038], [0.56407, -0.68373, -0.51600], [-0.72822, -0.51781, 0.20356], [0.52344, 0.86242, -0.59443], [1.09340, 1.69314, 0.45446], [-2.16142, -0.54707, -0.23976], [1.73653, -2.70960, -0.23420], [2.47895, -0.95115, 0.97302], [-0.59908, -0.44257, 1.52303], [-2.93325, 0.28365, 0.46042], [-2.66105, -1.81602, -0.19789], [-0.18700, 1.66542, -1.94166], [-0.21417, 2.54435, 1.35404], [0.35669, -1.04700, -1.61132], [1.66665, 2.45086, 0.17429], [1.61284, 1.06060, 1.22735], [-2.28225, -0.28557, -1.25530]],
  "forces_ev_per_a": [[-0.2, 0.0, -1.5], [-2.5, 1.9, -2.4], [-2.5, -3.2, 0.8], [4.1, 0.6, -1.1], [-1.5, -3.9, 1.9], [2.4, -0.2, -0.7], [-0.2, 0.1, 0.3], [0.2, 0.4, 0.8], [0.0, 0.1, 1.0], [-0.7, 0.2, 1.1], [-1.0, -1.1, 0.7], [0.1, -0.3, 0.1], [-1.0, 0.8, 0.8], [0.4, 0.4, 2.1], [2.6, 3.1, -1.5], [-0.4, 0.4, -1.1], [0.3, 0.5, -1.4]],
  "homo_lumo_gap_ha": [0.210, 0.277],
  "e_tot_ha": -1601.41463,
  "homo_energy_ha": [-0.0985, -0.2007],
  "s_squared": 2.008,
  "spin_multiplicity": 3,
  "total_charge": -1
}

[3]
{
  "formula": "C6H4Cl2N2O3RhYb",
  "method": "ωB97M-V/def2-TZVPD",
  "elements": ["Yb", "Rh", "Cl", "Cl", "C", "C", "C", "O", "O", "O", "N", "C", "C", "N", "C", "H", "H", "H", "H"],
  "coordinates": [[-1.08465, 2.63943, -6.34722], [-0.28021, -0.17755, 0.34958], [0.57638, 1.14647, -7.24519], [-2.21410, 0.60166, -0.49000], [0.45192, 0.82623, 1.66670], [-0.91976, 3.75353, -8.44770], [-2.41501, 4.85834, -6.53456], [0.85114, 1.40448, 2.61475], [-0.89038, 4.36178, -9.40578], [-2.92687, 5.83151, -6.84563], [1.62778, -3.74280, -0.89721], [0.41701, -4.20446, -0.41514], [-0.32646, -3.11084, -0.13836], [0.42983, -1.98678, -0.40857], [1.60272, -2.39177, -0.88386], [2.39633, -4.32316, -1.18532], [0.14955, -5.22196, -0.26748], [-1.30330, -2.97699, 0.26321], [2.43463, -1.78448, -1.20284]],
  "forces_ev_per_a": [[1.1, -1.3, -0.6], [-2.3, -1.3, -3.1], [-1.3, 1.2, 0.9], [0.3, -0.2, 0.0], [4.0, 6.0, 9.2], [0.4, 2.0, -3.8], [-2.1, 3.8, -0.8], [-2.2, -3.2, -5.4], [0.0, -1.9, 2.7], [1.8, -3.5, 1.2], [-1.8, -1.0, 0.7], [3.6, -2.0, -1.4], [-0.2, 4.6, 0.3], [-1.3, -0.9, 0.2], [-0.1, -0.8, 0.1], [0.5, -0.4, -0.2], [0.1, -1.0, -0.1], [-0.7, -0.4, 0.2], [0.1, 0.2, 0.0]],
  "homo_lumo_gap_ha": [0.254, 0.183],
  "e_tot_ha": -2754.11929,
  "homo_energy_ha": [-0.7949, -0.8055],
  "s_squared": 8.772,
  "spin_multiplicity": 6,
  "total_charge": 4,
  "de_lowest_ev": 0.000
}

Repeat the second record exactly.
{
  "formula": "C6H4Cl2F3O2",
  "method": "ωB97M-V/def2-TZVPD",
  "elements": ["C", "C", "C", "C", "C", "C", "O", "O", "F", "F", "F", "Cl", "Cl", "H", "H", "H", "H"],
  "coordinates": [[1.73386, -1.55990, 0.22038], [0.56407, -0.68373, -0.51600], [-0.72822, -0.51781, 0.20356], [0.52344, 0.86242, -0.59443], [1.09340, 1.69314, 0.45446], [-2.16142, -0.54707, -0.23976], [1.73653, -2.70960, -0.23420], [2.47895, -0.95115, 0.97302], [-0.59908, -0.44257, 1.52303], [-2.93325, 0.28365, 0.46042], [-2.66105, -1.81602, -0.19789], [-0.18700, 1.66542, -1.94166], [-0.21417, 2.54435, 1.35404], [0.35669, -1.04700, -1.61132], [1.66665, 2.45086, 0.17429], [1.61284, 1.06060, 1.22735], [-2.28225, -0.28557, -1.25530]],
  "forces_ev_per_a": [[-0.2, 0.0, -1.5], [-2.5, 1.9, -2.4], [-2.5, -3.2, 0.8], [4.1, 0.6, -1.1], [-1.5, -3.9, 1.9], [2.4, -0.2, -0.7], [-0.2, 0.1, 0.3], [0.2, 0.4, 0.8], [0.0, 0.1, 1.0], [-0.7, 0.2, 1.1], [-1.0, -1.1, 0.7], [0.1, -0.3, 0.1], [-1.0, 0.8, 0.8], [0.4, 0.4, 2.1], [2.6, 3.1, -1.5], [-0.4, 0.4, -1.1], [0.3, 0.5, -1.4]],
  "homo_lumo_gap_ha": [0.210, 0.277],
  "e_tot_ha": -1601.41463,
  "homo_energy_ha": [-0.0985, -0.2007],
  "s_squared": 2.008,
  "spin_multiplicity": 3,
  "total_charge": -1
}

Copy entry 2 word for word.
{
  "formula": "C6H4Cl2F3O2",
  "method": "ωB97M-V/def2-TZVPD",
  "elements": ["C", "C", "C", "C", "C", "C", "O", "O", "F", "F", "F", "Cl", "Cl", "H", "H", "H", "H"],
  "coordinates": [[1.73386, -1.55990, 0.22038], [0.56407, -0.68373, -0.51600], [-0.72822, -0.51781, 0.20356], [0.52344, 0.86242, -0.59443], [1.09340, 1.69314, 0.45446], [-2.16142, -0.54707, -0.23976], [1.73653, -2.70960, -0.23420], [2.47895, -0.95115, 0.97302], [-0.59908, -0.44257, 1.52303], [-2.93325, 0.28365, 0.46042], [-2.66105, -1.81602, -0.19789], [-0.18700, 1.66542, -1.94166], [-0.21417, 2.54435, 1.35404], [0.35669, -1.04700, -1.61132], [1.66665, 2.45086, 0.17429], [1.61284, 1.06060, 1.22735], [-2.28225, -0.28557, -1.25530]],
  "forces_ev_per_a": [[-0.2, 0.0, -1.5], [-2.5, 1.9, -2.4], [-2.5, -3.2, 0.8], [4.1, 0.6, -1.1], [-1.5, -3.9, 1.9], [2.4, -0.2, -0.7], [-0.2, 0.1, 0.3], [0.2, 0.4, 0.8], [0.0, 0.1, 1.0], [-0.7, 0.2, 1.1], [-1.0, -1.1, 0.7], [0.1, -0.3, 0.1], [-1.0, 0.8, 0.8], [0.4, 0.4, 2.1], [2.6, 3.1, -1.5], [-0.4, 0.4, -1.1], [0.3, 0.5, -1.4]],
  "homo_lumo_gap_ha": [0.210, 0.277],
  "e_tot_ha": -1601.41463,
  "homo_energy_ha": [-0.0985, -0.2007],
  "s_squared": 2.008,
  "spin_multiplicity": 3,
  "total_charge": -1
}